ORCA calculation (the ωB97M-V functional and the def2-TZVPD basis) on the ion C5H15N2OSi with charge +1 in a non-equilibrium geometry.

Last column: natural (NBO) charge in e.
CARTESIAN COORDINATES (ANGSTROEM)
C -2.836 0.213 1.012  -1.056
Si -1.161 0.056 -0.021  1.578
C -0.761 1.775 -0.709  -1.157
C -1.110 -1.185 -1.461  -1.085
C 0.239 -0.359 1.198  -0.920
C 1.632 -0.418 0.484  0.562
N 2.106 -1.495 -0.085  -0.748
N 2.259 0.723 0.396  -0.281
O 3.443 0.694 -0.385  -0.486
H -3.317 -0.769 1.029  0.255
H -2.609 0.798 1.890  0.247
H -3.571 0.792 0.455  0.255
H 0.210 1.890 -1.381  0.242
H -1.498 2.106 -1.425  0.270
H -0.732 2.567 0.182  0.246
H -0.421 -2.076 -1.158  0.226
H -2.109 -1.466 -1.750  0.264
H -0.738 -0.765 -2.302  0.241
H 0.452 0.338 2.007  0.265
H 0.208 -1.309 1.848  0.285
H 1.860 -2.476 0.075  0.439
H 2.815 -1.559 -0.797  0.438
H 1.639 1.496 0.556  0.432
H 4.000 0.428 0.342  0.489

Computed properties:
Strongest force on any atom: 4.23 eV Å⁻¹
Kohn-Sham gap: 10.793 eV
HOMO level: -0.5148 hartree
ΔE to the lowest compared entry with this formula, charge and spin: 0.3693 eV
Net charge: +1
SMILES: C[Si](C)(C)C/C(N)=[NH+]/O


ORCA calculation (the ωB97M-V functional and the def2-TZVPD basis) on a structure of composition C27H19F7MoN8O2.

Last column: natural (NBO) charge in e.
CARTESIAN COORDINATES (ANGSTROEM)
Mo 0.117 0.244 0.377  1.171
O -1.870 -2.865 -1.139  -0.489
C -0.857 -2.226 -1.121  0.679
N -0.845 -0.812 -1.090  -0.702
C -1.730 -0.226 -2.001  0.659
O -2.296 -0.785 -2.903  -0.532
C -1.860 1.243 -1.768  0.114
C -2.704 2.034 -2.517  -0.194
C -2.777 3.382 -2.216  -0.141
C -1.996 3.877 -1.180  -0.231
C -1.172 3.014 -0.485  0.081
N -1.110 1.710 -0.772  -0.402
C 0.469 -2.880 -1.293  0.105
C 0.524 -4.034 -2.041  -0.170
C 1.738 -4.617 -2.354  -0.147
C 2.890 -3.959 -1.960  -0.213
C 2.803 -2.808 -1.209  0.062
N 1.606 -2.299 -0.833  -0.070
H -3.276 1.573 -3.310  0.256
H -3.431 4.038 -2.773  0.232
H -2.024 4.921 -0.907  0.237
H -0.552 3.362 0.327  0.231
H -0.423 -4.449 -2.354  0.259
H 1.787 -5.543 -2.907  0.234
H 3.874 -4.328 -2.209  0.244
H 3.680 -2.255 -0.927  0.244
C 2.523 -0.294 2.096  -0.224
N 1.079 -0.130 2.352  -0.388
C 0.524 -1.329 3.024  -0.438
C 0.819 1.073 3.166  -0.237
C -0.669 1.358 3.101  -0.227
N -1.093 0.939 1.765  -0.592
C -2.494 0.882 1.571  0.020
C -3.111 -0.341 1.315  0.342
F -2.381 -1.458 1.342  -0.293
C -4.466 -0.427 1.055  0.344
F -5.007 -1.618 0.815  -0.285
C -5.256 0.707 1.057  -0.327
C -4.662 1.917 1.339  0.329
F -5.393 3.037 1.352  -0.299
C -3.307 2.007 1.602  0.340
F -2.772 3.210 1.866  -0.313
H 3.043 -0.617 3.001  0.223
H 2.911 0.677 1.802  0.218
H 3.673 -0.993 0.494  0.212
H 1.134 -1.580 3.895  0.213
H 0.523 -2.178 2.347  0.256
H -0.499 -1.136 3.336  0.210
H 1.382 1.899 2.730  0.227
H 1.164 0.922 4.192  0.218
H -0.849 2.425 3.249  0.219
H -1.232 0.821 3.869  0.198
H -6.315 0.644 0.852  0.258
N 1.581 -1.284 0.094  -0.440
C 2.762 -1.335 0.999  -0.041
C 3.038 -2.739 1.503  -0.595
C 2.030 -3.709 1.538  0.287
N 1.173 -4.492 1.586  -0.455
C 4.382 -3.109 1.680  0.299
N 5.498 -3.376 1.849  -0.429
F 1.419 1.976 -1.619  -0.352
C 1.667 1.572 -0.338  0.733
F 2.961 1.164 -0.380  -0.354
F 1.705 2.734 0.414  -0.373

Computed properties:
Strongest force on any atom: 0.53 eV Å⁻¹
Kohn-Sham gap: 5.459 eV
HOMO level: -0.2517 hartree
ΔE to the lowest compared entry with this formula, charge and spin: 0.4269 eV
Net charge: 0